1.
The following is a DFT calculation (ωB97M-V/def2-TZVPD) of a 4-piece molecular cluster, C12H24N2O5 overall.

Its structure (SMILES) is N#CC[C@H](C#N)CC(=O)O.CCO.CCO.CCO. The value obtained for the LUMO energy is 0.3 eV. The gap between HOMO and LUMO is 0.3848 hartree. The largest force on an atom comes out at 0.5 eV/A. The energy above the lowest of the compared OMol25 structures with the same formula, charge and spin comes out at 36.8 kcal/mol.

CARTESIAN COORDINATES (ANGSTROEM)
N -1.71 2.28 0.07
C -2.29 1.34 -0.25
C -3.00 0.16 -0.75
C -3.28 -0.94 0.33
C -3.21 -0.42 1.71
N -3.03 -0.14 2.81
C -2.36 -2.16 0.14
C -0.89 -1.80 0.26
O -0.44 -0.98 1.01
O -0.11 -2.48 -0.61
H -2.38 -0.29 -1.54
H -3.94 0.46 -1.20
H -4.30 -1.29 0.16
H -2.61 -2.89 0.91
H -2.52 -2.58 -0.85
H 0.80 -2.21 -0.40
C 2.23 -0.99 3.35
C 3.12 -2.20 3.12
O 4.09 -1.96 2.10
H 1.73 -0.71 2.43
H 1.48 -1.20 4.11
H 2.83 -0.13 3.67
H 2.52 -3.05 2.78
H 3.63 -2.49 4.04
H 4.63 -1.22 2.38
C -2.57 5.44 -1.10
C -2.98 5.29 -2.55
O -4.32 4.80 -2.67
H -2.65 4.49 -0.58
H -1.54 5.79 -1.02
H -3.22 6.15 -0.58
H -2.34 4.56 -3.05
H -2.90 6.24 -3.08
H -4.90 5.43 -2.24
C 3.31 -2.77 -1.60
C 4.66 -2.07 -1.68
O 4.69 -0.91 -0.86
H 2.52 -2.09 -1.92
H 3.29 -3.66 -2.24
H 3.11 -3.08 -0.57
H 4.86 -1.75 -2.70
H 5.46 -2.75 -1.37
H 4.52 -1.19 0.04

Atom charges from the Löwdin analysis, given in e for atoms 1 to 8: N 0.188; C -0.208; C -0.104; C -0.272; C -0.199; N 0.192; C -0.058; C -0.511

---

2.
The following is a DFT calculation (ωB97M-V/def2-TZVPD) of an isolated molecule of C12H24N4O3S.

Its structure (SMILES) is CNC(=O)[C@@H](CCCCN)NC(=O)[C@H](CS)NC(C)=O. The value obtained for the LUMO energy is 0.6 eV. The gap between HOMO and LUMO is 0.3354 hartree. The largest force on an atom comes out at 2.8 eV/A. The energy above the lowest of the compared OMol25 structures with the same formula, charge and spin comes out at 2.0 kcal/mol.

CARTESIAN COORDINATES (ANGSTROEM)
C -0.98 -4.66 -1.82
N -1.20 -3.23 -1.77
C -0.39 -2.35 -1.19
O 0.65 -2.67 -0.58
C -0.86 -0.91 -1.25
C -2.00 -0.63 -0.27
C -1.68 -0.99 1.18
C -2.69 -0.33 2.17
C -2.80 1.17 2.10
N -1.57 1.88 2.47
N 0.27 -0.02 -0.97
C 0.39 1.19 -1.51
O -0.41 1.66 -2.34
C 1.61 2.04 -1.02
C 2.43 2.52 -2.23
S 3.76 3.61 -1.72
N 2.53 1.38 -0.09
C 2.27 1.12 1.20
C 3.36 0.64 2.12
O 1.14 1.19 1.68
H -1.85 -5.15 -2.32
H -0.06 -4.92 -2.35
H -0.89 -5.02 -0.80
H -2.07 -2.83 -2.14
H -1.22 -0.77 -2.28
H -2.90 -1.16 -0.60
H -2.24 0.41 -0.41
H -0.69 -0.76 1.43
H -1.73 -2.06 1.30
H -3.66 -0.75 1.90
H -2.38 -0.58 3.18
H -3.56 1.45 2.81
H -3.10 1.48 1.11
H -1.37 1.75 3.48
H -0.77 1.49 1.99
H 1.06 -0.36 -0.41
H 1.24 2.94 -0.53
H 2.87 1.65 -2.74
H 1.80 3.06 -2.92
H 3.33 4.67 -2.48
H 3.49 1.30 -0.40
H 3.89 1.49 2.54
H 2.95 0.02 2.91
H 4.05 0.01 1.59

Atom charges from the Löwdin analysis, given in e for atoms 1 to 8: C -0.062; N 0.013; C -0.459; O 0.041; C -0.216; C -0.130; C -0.172; C -0.191